Record 1
DFT (ωB97M-V/def2-TZVPD) results for a 2-piece molecular cluster, C15H21N5O5 overall in a non-equilibrium geometry.

Geometry (Å):
O -0.67133 -0.87864 -0.50177
O -0.09634 -3.42391 -2.79818
O -0.48288 1.53208 -4.14182
N 1.97419 -3.09749 0.86298
N 0.19082 0.78616 6.73055
O 1.56776 -1.95655 -2.32389
O 2.49162 -3.64450 -0.33850
C -1.27848 -0.18904 -1.30415
C 0.90925 -3.13305 -2.16389
C -1.69381 1.34818 -4.10711
C 2.31524 -1.84656 1.06248
C 0.81321 1.25625 5.70767
C 2.39495 0.22951 2.41630
C 1.09043 -1.62055 3.24928
C 2.03943 0.98693 3.53687
C 0.73073 -0.86060 4.36933
C 1.92469 -1.08104 2.25670
C 1.19580 0.45749 4.53055
N 1.07053 2.59053 5.82712
N -2.56700 2.27191 -4.52708
N -1.52842 -0.64724 -2.53148
C -1.76153 1.18644 -0.88662
C 1.45803 -4.17301 -1.18376
C -2.17996 3.58402 -5.04522
C -2.28731 0.02566 -3.59546
H 0.00575 1.42109 7.49740
H 1.03974 -1.41870 -2.93146
H 2.93158 -1.35334 0.31626
H 3.04539 0.66680 1.66368
H 0.71211 -2.63444 3.14861
H 2.43583 1.99256 3.62753
H 0.08024 -1.29792 5.12252
H 1.36262 3.07490 4.98672
H 0.54274 3.09605 6.52715
H -3.54974 2.05288 -4.48351
H -1.22316 -1.59792 -2.70187
H -2.82300 1.28872 -1.09600
H -1.59595 1.30136 0.18380
H -1.19182 1.94524 -1.41915
H 0.63329 -4.55292 -0.57478
H 1.86627 -5.00527 -1.75926
H -1.33728 3.47786 -5.73256
H -1.87334 4.23119 -4.22136
H -3.01504 4.04453 -5.57484
H -3.29765 0.21376 -3.23234
H -2.36820 -0.64938 -4.44741

Values from the calculation:
**Structure (SMILES)**: [H]/N=C(\N)c1ccc(/C=N/OCC(=O)O)cc1.CNC(=O)CNC(C)=O
**HOMO energy**: -0.314 hartree
**Lowest unoccupied orbital energy**: 0.12 eV

=====

Record 2
DFT (ωB97M-V/def2-TZVPD) results for C7H8 in the gas phase.

Geometry (Å):
C 1.38687 0.30083 0.80509
C 0.38736 0.27463 1.63817
C 1.22463 0.42967 -0.69824
C -1.08793 0.37169 1.38582
C -0.86602 -1.18834 -0.76629
C -0.21712 0.14244 -1.09646
C -1.25254 0.04669 -0.05601
H 2.40857 0.29281 1.16002
H 1.47882 1.46204 -0.96224
H 1.92167 -0.22317 -1.23660
H -1.65884 -0.32210 2.00601
H -1.39972 1.39151 1.61999
H -1.55369 -1.59488 -1.49457
H -0.29759 -1.94755 -0.24390
H -0.47447 0.56372 -2.06078

Values from the calculation:
**Relative energy (zero: lowest compared OMol25 entry of this formula, charge and spin)**: 121.4 kcal/mol
**HOMO energy (alpha / beta)**: -0.313 / -0.300 hartree
**Lowest unoccupied orbital energy (alpha / beta)**: 0.20 / 0.02 eV

=====

Record 3
DFT (ωB97M-V/def2-TZVPD) results for a 3-piece molecular cluster, C5H13NO2 overall in a non-equilibrium geometry.

Geometry (Å):
C 0.08965 0.05601 0.41597
C 2.37612 0.05606 -0.85397
C 0.40845 -0.85333 -0.58339
C -1.84627 -1.07605 0.32334
C -0.25658 1.47997 0.12841
N -2.83622 -0.27291 -0.32170
O 0.61050 -0.20301 1.65031
O 2.91297 0.78013 0.23286
H 0.92433 0.61235 2.05849
H 3.35849 0.17857 0.83821
H -3.50095 0.15851 0.31157
H -3.31721 -0.77047 -1.05876
H 2.21879 0.74334 -1.68469
H 2.97387 -0.81284 -1.14547
H -0.03310 -0.70135 -1.55578
H 0.73607 -1.84101 -0.29162
H -1.92746 -1.06660 1.40886
H -1.83518 -2.10622 -0.03352
H -1.09902 1.58275 -0.54946
H -0.51116 2.01373 1.04737
H 0.55390 2.04236 -0.33704

Values from the calculation:
**Relative energy (zero: lowest compared OMol25 entry of this formula, charge and spin)**: 140.9 kcal/mol
**HOMO energy (alpha / beta)**: -0.211 / -0.211 hartree
**Lowest unoccupied orbital energy (alpha / beta)**: 0.87 / 0.87 eV

=====

Question: What is the formula in the second record?
Answer: C7H8